[1]
This record from the Open Molecules 2025 dataset describes a structure of composition C34H31BCeF4N10O2S3. The level of theory is ωB97M-V with the def2-TZVPD basis set.

Each line ends with the Mulliken spin population.
Positions of all 86 atoms, in Å:
C -2.51 1.76 -3.62  0.0077
H 2.91 3.17 -4.02  -0.0001
C -1.36 2.16 4.59  0.0003
S -4.01 3.32 1.96  -0.0001
N -1.52 -1.56 2.13  0.0061
H -1.82 3.42 -0.28  0.0003
C 2.84 -1.14 1.89  -0.0008
N -1.39 1.80 -1.47  -0.0017
H -2.73 1.09 3.31  0.0009
H -3.37 4.50 -1.84  0.0003
N -2.50 0.32 0.97  -0.0020
H -2.99 -4.66 2.72  0.0004
C -3.68 -1.57 2.20  -0.0053
S 1.86 -3.84 -2.89  -0.0002
C 3.50 0.74 0.66  -0.0024
C -1.60 -3.69 4.03  -0.0014
F -0.20 2.15 1.70  0.0023
C -1.04 -0.08 -2.89  0.0129
C 1.81 -1.78 2.63  0.0017
Ce 0.27 0.68 0.05  0.9582
N -0.25 -0.69 -2.00  -0.0060
H -5.57 -0.10 -0.26  -0.0003
H 4.66 3.98 -2.44  0.0002
C -4.77 -1.38 1.21  0.0073
B 0.67 3.21 1.23  0.0076
H -1.23 -0.59 -3.84  -0.0003
H -1.59 -4.51 4.74  0.0001
H -5.51 -2.16 1.11  0.0004
O -0.13 -2.74 0.67  -0.0003
F 0.75 3.03 -0.17  0.0000
C -2.53 -2.67 1.98  -0.0005
O 4.58 0.94 1.20  0.0006
C -0.29 -1.40 1.27  0.0118
H -3.70 1.48 -0.25  0.0023
H 3.61 -4.16 4.23  0.0000
N 0.51 -1.26 2.51  -0.0040
C -0.81 -2.60 4.31  -0.0015
H -4.03 -1.62 3.24  0.0004
N -2.52 1.99 3.73  0.0004
H -1.88 4.95 2.95  0.0000
H 1.38 1.36 -3.30  0.0001
S 1.24 -3.05 -0.14  -0.0015
C -1.65 1.17 -2.66  -0.0040
H 4.93 -1.20 1.46  0.0001
C 4.42 -2.72 2.85  -0.0001
C 4.10 2.55 -0.94  -0.0012
H 4.19 -4.24 -2.75  0.0000
H 1.32 -3.33 3.99  0.0005
C 0.98 -2.67 -1.88  0.0016
H 4.84 2.84 -0.20  -0.0001
C 3.23 1.52 -0.62  0.0028
C -3.12 2.96 -3.34  -0.0021
C -2.79 3.12 3.05  0.0000
C 3.99 3.18 -2.16  0.0021
H -1.65 1.97 5.63  -0.0001
H 3.80 -2.58 -2.24  0.0001
C 3.41 -3.32 3.57  0.0004
C -2.88 3.57 -2.11  0.0053
C -2.58 -0.57 1.96  -0.0083
C 4.13 -1.66 2.01  0.0009
C -3.65 0.60 0.37  0.0086
H 5.43 -3.09 2.92  -0.0002
H -3.78 3.42 -4.06  -0.0002
H 3.52 -3.94 -1.12  -0.0001
C -4.76 -0.29 0.42  -0.0052
C 3.52 -3.62 -2.16  -0.0001
C -2.38 -3.79 2.90  0.0006
N 0.35 -1.78 -2.52  0.0010
F 0.12 4.42 1.52  0.0004
H -0.89 -0.51 3.87  0.0007
H -2.67 1.26 -4.56  0.0000
H -0.93 4.19 5.30  0.0000
C -0.68 -1.48 3.36  0.0009
C 2.16 1.72 -2.64  0.0075
C 3.01 2.73 -3.05  -0.0017
C 2.12 -2.85 3.45  -0.0003
H -0.31 -2.49 5.25  -0.0003
N 2.52 -0.12 0.98  0.0003
F 1.89 3.01 1.79  0.0000
N 2.26 1.12 -1.45  -0.0008
H -0.55 1.48 4.31  0.0002
H 0.02 3.71 3.88  -0.0001
C -0.95 3.63 4.37  -0.0001
N -2.02 4.13 3.52  0.0000
H -2.54 -2.97 0.93  -0.0011
C -2.01 2.95 -1.23  -0.0018

Energy above the lowest of the compared OMol25 structures with the same formula, charge and spin (kcal/mol): 185.4
<S²>: 0.75
2S+1: 2
LUMO (alpha / beta) (eV): 0.18 / 0.18
Highest occupied orbital energy (alpha / beta) (eV): -2.1574 / -2.1586
Charge: -1

[2]
This record from the Open Molecules 2025 dataset describes an isolated molecule of C4H7N3. The level of theory is ωB97M-V with the def2-TZVPD basis set.

Each line ends with the Löwdin charge.
Positions of all 14 atoms, in Å:
H -0.79 1.57 -2.51  0.0574
H 1.77 0.45 2.38  0.0733
H 0.19 1.42 0.70  0.1014
C 1.34 -0.18 1.59  -0.0912
C 0.04 0.41 1.08  -0.2460
H -0.63 -1.36 0.11  0.1381
H -0.70 0.47 1.89  0.1156
H 2.07 -0.27 0.78  0.0772
N -0.51 -0.37 -0.01  0.0151
H 1.19 -1.18 2.02  0.0707
N -1.49 -1.64 -3.01  0.1583
N -0.57 1.39 -1.54  0.1337
C -1.16 -0.86 -2.22  -0.1374
C -0.73 0.15 -1.25  -0.4663

Energy above the lowest of the compared OMol25 structures with the same formula, charge and spin (kcal/mol): 9.9
SMILES: [H]/N=C(\C#N)NCC
LUMO (eV): 0.79
Highest occupied orbital energy (eV): -9.5902

[3]
This record from the Open Molecules 2025 dataset describes an isolated molecule of C16H27N3O3S. The level of theory is ωB97M-V with the def2-TZVPD basis set.

Each line ends with the Löwdin charge.
Positions of all 50 atoms, in Å:
N 0.96 1.01 1.38  0.0987
C -1.73 1.57 -0.91  -0.5605
H 0.22 -2.69 3.53  0.1139
C -1.87 3.09 -0.75  -0.0172
C 2.30 0.36 -2.23  -0.0669
H -1.93 -2.89 2.09  0.1290
H -0.76 0.17 3.54  0.0940
C 2.13 -0.47 -3.45  -0.4362
H -2.73 3.43 -1.30  0.0891
C 1.45 1.07 2.73  -0.1722
O -0.51 1.11 -0.28  0.0095
H -0.66 1.70 -2.79  0.0874
H 1.33 0.51 -1.74  0.0494
O -0.91 -2.04 -0.26  0.0717
H 2.96 -0.13 -1.52  0.0807
H -1.95 -1.13 2.06  0.1226
H -3.83 1.13 -0.87  0.0903
C -0.38 -2.02 1.00  -0.3316
H 1.50 0.48 0.71  0.1236
H -2.42 1.57 -2.95  0.0912
C -0.60 -1.97 3.53  -0.1847
H 2.12 -0.61 -5.55  0.0603
C 0.19 -2.06 -1.03  -0.6872
C -1.55 1.22 -2.39  -0.0235
C -2.94 0.84 -0.33  -0.0142
S 0.02 -2.12 -2.74  1.0269
C -0.30 1.35 1.04  -0.5690
C 2.26 0.01 -4.68  0.0495
H -2.00 3.34 0.30  0.0783
O -1.11 1.83 1.80  0.0738
H 2.71 1.34 -2.48  0.0836
H -3.06 1.09 0.72  0.0799
H 1.90 -2.50 -4.13  0.0775
H 1.69 -1.06 2.79  0.0786
H -0.98 3.59 -1.12  0.0927
N 0.90 -2.03 0.97  0.0932
C 1.35 -0.28 3.46  -0.1818
C -1.30 -2.00 2.16  -0.0980
H -2.80 -0.24 -0.43  0.0774
H 2.51 1.04 -4.86  0.0617
H 0.87 1.83 3.25  0.1240
C -0.09 -0.59 3.93  -0.1833
H 2.36 -2.35 -2.41  0.0749
H -0.12 -0.51 5.02  0.1074
N 1.28 -2.05 -0.33  0.0570
H -1.34 -2.30 4.26  0.1089
C 1.79 -1.91 -3.22  -0.3896
H -1.46 0.15 -2.52  0.0353
H 2.02 -0.25 4.32  0.1063
H 2.50 1.38 2.69  0.1176

Energy above the lowest of the compared OMol25 structures with the same formula, charge and spin (kcal/mol): 42.6
SMILES: C=C(C)CSc1nnc(CCCCCNC(=O)OC(C)(C)C)o1
LUMO (eV): 0.67
Highest occupied orbital energy (eV): -8.7203

[4]
This record from the Open Molecules 2025 dataset describes a structure of composition C18H19Br2F7N2O4P2S2Si. The level of theory is ωB97M-V with the def2-TZVPD basis set.

Each line ends with the Löwdin charge.
Positions of all 57 atoms, in Å:
H -4.02 -2.72 3.75  0.0974
F 1.45 -0.62 3.69  -0.0759
H 2.88 -1.03 -8.73  0.1098
Br -7.16 -2.07 7.40  0.6660
H 3.68 0.96 -9.98  0.1085
H 2.72 4.20 -2.34  0.1095
H -3.76 -1.46 2.37  0.0920
H 5.10 2.66 -8.85  0.1089
C -6.68 -1.00 5.74  -0.5832
H 5.73 2.37 -6.47  0.1186
C 1.58 1.00 -2.49  0.0085
H -1.84 -4.22 5.25  -0.0416
O -0.20 -1.05 -2.15  0.0620
F -7.36 0.33 5.90  -0.0638
H -1.00 -2.50 6.56  -0.0374
H 0.22 -0.98 1.48  -0.0316
C -0.14 2.50 -1.65  -0.0039
S -0.16 -3.83 1.55  0.0630
C -5.02 -0.82 5.76  -0.6320
C 3.50 -0.29 -8.23  -0.0651
H 3.49 -1.35 -6.36  0.1205
F -1.18 1.11 3.31  -0.0655
H -1.82 -1.78 0.73  -0.0331
C 4.75 1.78 -8.30  -0.0673
C -4.39 -0.43 4.30  -0.1955
H -5.31 -0.16 3.60  0.1388
F -1.59 0.56 5.72  -0.0537
C -0.97 0.11 4.42  -0.3288
Br -4.20 -2.40 6.66  0.7158
F -7.14 -1.76 4.55  -0.0513
N -0.63 0.07 -1.86  -0.3284
F 0.87 -0.43 6.10  -0.0611
H -1.15 2.68 -1.28  0.1171
P -0.92 -3.11 5.23  0.1345
C 0.67 0.09 4.72  -0.1332
O 4.66 -0.74 -4.29  0.0614
H -3.75 0.58 4.35  0.1346
N 5.05 0.29 -4.86  -0.3272
C 0.74 3.57 -1.77  -0.0688
C 3.95 0.83 -8.93  -0.0722
Si -1.65 -1.57 3.77  0.3733
P -0.79 -2.00 1.75  0.1569
C 3.85 -0.47 -6.89  0.0014
C 0.29 1.21 -2.01  -0.1439
H 3.47 1.93 -2.99  0.0947
O 5.75 1.17 -4.33  0.0515
H 0.42 4.57 -1.49  0.1080
C 2.04 3.36 -2.25  -0.0677
C -3.58 -1.63 3.54  -0.3342
C 5.10 1.62 -6.96  -0.0010
H 1.04 1.22 4.70  0.1921
O -1.77 0.30 -1.44  0.0389
C 4.66 0.49 -6.26  -0.1444
C 2.46 2.08 -2.61  -0.0558
F -4.79 0.36 6.69  -0.1097
H 1.93 0.01 -2.78  0.1179
S 0.95 -3.59 4.97  0.0755

LUMO (eV): -0.97
Highest occupied orbital energy (eV): -7.8614

[5]
This record from the Open Molecules 2025 dataset describes a cluster of 2 separate species, C22H30O10P in total. The level of theory is ωB97M-V with the def2-TZVPD basis set.

Each line ends with the Löwdin charge.
Positions of all 63 atoms, in Å:
C 1.94 -4.29 1.61  0.0084
C 1.65 -0.42 -1.42  -0.0539
H 4.53 1.38 -3.48  0.0974
H -0.74 -1.93 0.99  0.0957
C 1.20 -1.63 -0.95  0.0617
C -1.09 2.96 0.39  -0.2936
C 2.70 1.86 -2.48  -0.5384
C 2.95 -1.79 0.81  0.0070
H -7.26 2.26 -2.09  0.0645
C 1.40 -3.64 0.53  -0.0198
H -1.45 -1.22 -0.48  0.0816
H -0.96 4.76 1.59  0.0724
C -1.40 -2.13 0.14  -0.0937
H 3.11 3.32 -4.01  0.0912
H -5.19 0.83 -1.63  0.1022
O 1.35 0.81 0.61  0.1202
H 3.28 3.94 -2.34  0.0945
H 0.61 -4.13 -0.05  0.1157
C 4.28 -3.56 4.38  -0.0607
C -0.65 4.39 0.61  -0.0806
H -3.21 -3.22 -0.19  0.1124
H -5.79 3.23 -1.94  0.0764
C 1.72 0.76 -0.55  -0.4226
H 0.49 -2.14 -1.59  0.1245
C -6.48 2.57 -1.40  -0.0940
C -2.76 -2.61 0.60  -0.2378
H 5.29 -3.69 3.96  0.0936
H 1.57 -5.27 1.94  0.1218
C -3.18 -0.75 1.91  -0.6455
H 4.41 -1.98 2.37  0.1057
O 2.15 1.92 -1.14  0.0648
O -4.73 1.88 0.10  -0.2266
H -2.62 -3.22 1.50  0.1116
H -1.06 5.04 -0.17  0.0700
H -0.66 2.32 1.18  0.0959
H -0.72 2.58 -0.58  0.1075
C -2.72 0.52 1.50  -0.1402
C 1.51 -0.17 -2.87  -0.4017
O -2.79 0.71 -1.20  -0.3107
H 4.06 -2.49 4.51  0.0943
H 4.14 0.26 -2.14  0.0919
H 4.18 -4.09 5.32  0.0897
H 0.44 4.42 0.56  0.0667
O 3.32 -4.23 3.53  -0.0833
C -5.72 1.38 -0.84  -0.2724
C 4.11 1.31 -2.46  0.0157
P -3.19 1.38 0.06  0.4728
H 1.65 3.67 -3.03  0.0997
O -3.07 -1.18 3.05  -0.0107
O -3.68 -1.55 0.89  -0.0821
H -6.37 0.70 -0.28  0.1149
H -6.94 3.13 -0.58  0.0709
H 4.74 1.92 -1.80  0.0987
C 3.55 -2.45 1.87  -0.0038
H 3.35 -0.84 0.48  0.1156
H -2.19 1.08 2.27  0.0607
O 1.83 1.10 -3.31  0.0807
C 1.82 -2.33 0.14  -0.1856
O 1.08 -0.98 -3.66  0.1204
C 2.68 3.30 -3.00  0.0173
C 3.00 -3.68 2.34  -0.2512
H -0.96 -2.94 -0.44  0.0458
O -2.52 2.83 0.38  -0.2433

LUMO (eV): 1.09
Highest occupied orbital energy (eV): -3.2038
Charge: -1